[1]
# C28H35Cl4NO4SbSiTeZr

A molecular structure, C28H35Cl4NO4SbSiTeZr (the ωB97M-V functional and the def2-TZVPD basis, the Open Molecules 2025 dataset).

The geometry in ORCA input format:
```
! RIJCOSX wB97M-V def2-TZVPD def2/J DEFGRID3
* xyz -1 1
Zr 0.45697 -0.17674 -0.23924
Cl -1.48448 2.72888 5.54663
C -0.66479 2.39320 4.06228
C 0.05788 3.38832 3.41883
Cl 0.14885 4.97611 4.09496
C 0.71672 3.10548 2.21875
Cl 1.62838 4.31262 1.38668
C 0.66323 1.83460 1.66124
O 1.27923 1.50359 0.52737
C -0.08960 0.82141 2.30937
O -0.16397 -0.36105 1.70316
C -0.73415 1.11379 3.50315
Cl -1.62888 -0.15313 4.26390
C -3.14987 2.87459 -0.27345
Sb -2.43563 0.85620 -0.10682
C -3.49729 0.19022 -1.84307
C -4.00788 0.30163 1.28244
H -4.23899 2.84216 -0.30318
H -2.75998 3.30477 -1.19344
H -2.82735 3.47794 0.57507
H -4.55781 0.40830 -1.71244
H -3.34521 -0.87759 -1.98858
H -3.10258 0.72411 -2.70508
H -4.97507 0.46965 0.80936
H -3.92725 0.92207 2.17584
H -3.91756 -0.74219 1.58077
Te 0.01889 1.88786 -2.42186
C 2.04323 -1.70812 -3.53148
N 1.67973 -0.71660 -2.54043
C 2.77604 0.21928 -2.29748
C 0.27946 -0.27276 -2.70868
O -0.51898 -0.94631 -1.75564
H 2.94057 -2.24691 -3.22283
H 2.23703 -1.24597 -4.51244
H 1.23713 -2.43361 -3.63830
H 2.99092 0.85526 -3.16577
H 3.66296 -0.37087 -2.05299
H 2.58388 0.87985 -1.45238
H -0.06991 -0.51377 -3.71193
C 3.38241 -5.44284 0.95712
C 3.00718 -4.24566 0.08067
C 4.20075 -3.86125 -0.80229
C 1.83070 -4.64690 -0.82063
Si 2.43874 -2.71476 1.06285
O 1.66133 -1.74018 0.02837
C 1.34588 -3.31911 2.47316
C -0.03658 -3.43576 2.32156
C -0.83546 -3.92909 3.34348
C -0.26199 -4.32229 4.54353
C 1.11188 -4.22122 4.71594
C 1.90223 -3.72394 3.68956
C 3.90476 -1.78173 1.81085
C 5.01729 -2.40023 2.38987
C 6.05380 -1.66253 2.94516
C 6.00030 -0.27581 2.93940
C 4.90688 0.36374 2.37435
C 3.87802 -0.38348 1.81637
H 3.64989 -6.29851 0.32556
H 2.55374 -5.74562 1.59946
H 4.24035 -5.23314 1.59955
H 4.48421 -4.69935 -1.45025
H 5.07302 -3.58158 -0.20822
H 3.95398 -3.01105 -1.44279
H 2.13500 -5.44999 -1.50269
H 1.47940 -3.80216 -1.41590
H 0.98640 -5.01233 -0.22919
H -0.50027 -3.12689 1.39319
H -1.90878 -3.99046 3.21106
H -0.88429 -4.69729 5.34703
H 1.56548 -4.52297 5.65242
H 2.97145 -3.62840 3.84746
H 5.08593 -3.48167 2.40922
H 6.90574 -2.17017 3.38168
H 6.80747 0.30269 3.37200
H 4.84735 1.44522 2.36810
H 3.03868 0.14302 1.37719
*
```

The LUMO energy comes out at 2.459 eV. The value obtained for the gap between HOMO and LUMO is 6.85 eV. The HOMO energy comes out at -4.393 eV.

=====

[2]
# C5H8N3O

A gas-phase ion, C5H8N3O (charge +1) (the ωB97M-V functional and the def2-TZVPD basis, the Open Molecules 2025 dataset).

The geometry in ORCA input format:
```
! RIJCOSX wB97M-V def2-TZVPD def2/J DEFGRID3
* xyz 1 1
N -1.05454 -2.41015 0.87896
C -0.11020 -1.65431 0.42506
C 1.27179 -1.24925 1.61540
O 1.88047 -0.24705 1.30306
N 0.01563 -0.88968 -0.51173
C 0.81360 0.00567 -1.01950
C 0.73610 1.40633 -1.03194
C -0.31476 2.27180 -0.71882
N -1.50201 1.93472 -0.29056
H -0.65122 -3.01765 1.56231
H -1.79316 -2.66808 0.19721
H 1.62717 -1.89864 2.41878
H 1.57450 -0.39004 -1.61798
H 1.65720 1.78640 -1.42892
H -0.05048 3.30092 -0.92384
H -1.87729 1.02076 -0.53966
H -2.22278 2.69824 -0.31784
*
```

Its SMILES is N/C(C=O)=N/C=C\C=[NH2+]. The LUMO energy comes out at -4.267 eV. The value obtained for the gap between HOMO and LUMO is 8.32 eV. The HOMO energy comes out at -12.589 eV.

=====

[3]
# C40H38N4OTeTl

A molecular structure, C40H38N4OTeTl (the ωB97M-V functional and the def2-TZVPD basis, the Open Molecules 2025 dataset).

The geometry in ORCA input format:
```
! RIJCOSX wB97M-V def2-TZVPD def2/J DEFGRID3
* xyz 0 2
Tl -0.47747 -1.27836 -1.57101
C 3.03942 -1.03595 -0.94429
C 2.98546 -2.31301 -1.72331
C 4.06533 -3.19239 -1.76855
C 3.94805 -4.36478 -2.48812
C 2.76389 -4.63535 -3.15431
C 1.72961 -3.71233 -3.06665
N 1.84661 -2.58441 -2.36427
C 0.43083 -3.92072 -3.78589
C 0.08794 -5.15565 -4.32910
C -1.11422 -5.27597 -5.00100
C -1.93546 -4.17073 -5.12438
C -1.52861 -2.97166 -4.54750
N -0.37718 -2.86462 -3.88506
C -2.37456 -1.73994 -4.63873
C -3.34322 -1.60391 -5.62511
C -4.09959 -0.44385 -5.65201
C -3.86879 0.53373 -4.70349
C -2.87829 0.32855 -3.74634
C -2.57979 1.34699 -2.68761
N -2.15219 -0.79074 -3.73026
H 4.04607 -0.83810 -0.57886
H 2.37219 -1.08159 -0.07884
H 2.69925 -0.20975 -1.56819
H 4.97921 -2.94463 -1.24606
H 4.77284 -5.06382 -2.53877
H 2.66778 -5.53415 -3.74462
H 0.73518 -6.01238 -4.21843
H -1.41324 -6.22827 -5.41887
H -2.88668 -4.25063 -5.62916
H -3.49120 -2.36909 -6.37273
H -4.86015 -0.30631 -6.40965
H -4.43664 1.45400 -4.69800
H -3.15136 2.26016 -2.84278
H -1.51482 1.57619 -2.69855
H -2.82343 0.95209 -1.69763
C -2.94367 1.62184 8.13807
C -2.40184 1.51759 6.73830
C -1.23381 2.16842 6.36686
C -0.72752 2.08953 5.07459
C 0.57218 2.78943 4.78421
C -1.40525 1.33372 4.10156
Te -0.72463 1.33391 2.06424
N 0.46501 1.09758 -0.32490
C 0.66583 1.51122 -1.52639
O 0.63098 0.70248 -2.53295
C 0.98481 2.95496 -1.77128
C 1.67432 3.29827 -2.92894
C 1.99242 4.62464 -3.17877
C 1.61002 5.61276 -2.28087
C 0.91284 5.27158 -1.12972
C 0.60478 3.94431 -0.87028
C 0.91375 0.07151 2.53965
C 0.60081 -1.18238 3.05747
C 1.59344 -2.08575 3.40608
C 2.92276 -1.73265 3.23485
C 3.23813 -0.48016 2.73228
C 2.25452 0.44475 2.37870
C 2.68008 1.79822 1.88099
C -2.57956 0.65845 4.47050
C -3.38319 -0.22082 3.54130
C -3.05300 0.76346 5.77721
H -2.33535 2.28989 8.74706
H -2.96159 0.64575 8.62675
H -3.96602 2.00378 8.13721
H -0.69951 2.75845 7.10442
H 0.82615 3.48036 5.58811
H 0.52925 3.34507 3.84733
H 1.38492 2.06400 4.69215
H 1.94382 2.51292 -3.62268
H 2.53695 4.88993 -4.07616
H 1.85474 6.64865 -2.47911
H 0.61029 6.04064 -0.43038
H 0.07329 3.66936 0.03334
H -0.43934 -1.45360 3.19454
H 1.32678 -3.05593 3.80589
H 3.71313 -2.42448 3.49831
H 4.27891 -0.19956 2.61372
H 3.76744 1.85840 1.82722
H 2.32834 2.58770 2.54755
H 2.26862 2.00565 0.89461
H -2.98181 -0.24479 2.53233
H -4.41789 0.12390 3.48688
H -3.40533 -1.24515 3.92105
H -3.96278 0.23360 6.04520
*
```

Its expectation value of S² is 0.760. The LUMO energy (alpha / beta) comes out at -0.136 / -0.231 eV. The value obtained for the gap between HOMO and LUMO (alpha / beta) is 6.91 / 6.84 eV. The HOMO energy (alpha / beta) comes out at -7.048 / -7.073 eV.

=====

Number 1: total energy -4129.5346 hartree. Number 2: total energy -434.5075 hartree. Number 3: total energy -2281.8196 hartree.